(1)
{
  "formula": "C42H50N6O8P2V",
  "method": "ωB97M-V/def2-TZVPD",
  "elements": ["V", "C", "C", "C", "P", "C", "C", "C", "C", "C", "C", "C", "C", "C", "C", "N", "C", "C", "C", "C", "C", "C", "C", "P", "C", "C", "C", "C", "C", "C", "H", "H", "H", "H", "H", "H", "H", "H", "H", "H", "H", "H", "H", "H", "H", "H", "H", "H", "H", "H", "H", "H", "H", "H", "H", "H", "H", "H", "H", "H", "H", "H", "H", "H", "H", "H", "H", "H", "H", "H", "O", "C", "C", "O", "C", "C", "O", "C", "O", "O", "O", "C", "N", "C", "O", "C", "C", "C", "C", "N", "C", "H", "H", "H", "H", "H", "H", "H", "H", "N", "C", "O", "C", "C", "N", "C", "N", "H", "H"],
  "xyz": [[1.123, -0.278, -0.037], [5.010, -1.436, 3.152], [3.926, -0.568, 2.517], [2.921, -0.156, 3.597], [2.933, -1.254, 1.095], [4.228, -2.007, 0.018], [4.789, -3.386, 0.357], [5.314, -0.948, -0.237], [1.853, -2.468, 1.991], [2.334, -3.636, 2.575], [1.509, -4.555, 3.226], [2.065, -5.796, 3.885], [0.152, -4.290, 3.204], [-0.364, -3.134, 2.634], [0.457, -2.140, 2.073], [0.063, -0.912, 1.548], [-1.140, -0.248, 1.635], [-2.296, -0.647, 2.347], [-3.491, 0.057, 2.249], [-3.625, 1.191, 1.456], [-4.945, 1.903, 1.270], [-2.457, 1.688, 0.895], [-1.233, 1.055, 1.007], [0.402, 1.900, 0.833], [0.252, 2.910, 2.429], [-1.031, 3.762, 2.525], [0.282, 2.081, 3.722], [0.694, 3.326, -0.365], [0.070, 4.713, -0.146], [0.541, 2.972, -1.846], [5.463, -0.891, 3.993], [4.583, -2.362, 3.556], [5.815, -1.701, 2.463], [4.386, 0.337, 2.113], [2.646, -1.017, 4.212], [3.330, 0.624, 4.250], [2.010, 0.205, 3.140], [3.719, -2.118, -0.927], [5.312, -3.415, 1.318], [3.996, -4.138, 0.359], [5.508, -3.675, -0.423], [5.992, -0.821, 0.613], [5.912, -1.247, -1.105], [4.868, 0.026, -0.469], [3.390, -3.869, 2.489], [3.121, -5.929, 3.630], [1.992, -5.742, 4.974], [1.529, -6.695, 3.566], [-0.544, -5.013, 3.629], [-1.439, -3.054, 2.554], [-2.260, -1.503, 3.001], [-4.356, -0.315, 2.793], [-5.761, 1.332, 1.717], [-4.938, 2.900, 1.730], [-5.180, 2.039, 0.206], [-2.505, 2.631, 0.352], [1.132, 3.559, 2.424], [-1.812, 3.188, 3.032], [-0.824, 4.658, 3.125], [-1.451, 4.087, 1.575], [-0.483, 1.297, 3.693], [1.240, 1.621, 3.915], [0.052, 2.737, 4.572], [1.761, 3.416, -0.172], [-1.016, 4.690, -0.309], [0.266, 5.142, 0.838], [0.501, 5.392, -0.894], [-0.511, 2.901, -2.106], [0.999, 3.762, -2.455], [1.014, 2.030, -2.114], [3.117, -3.158, -5.027], [2.647, -2.595, -4.100], [2.619, -1.077, -3.886], [3.025, -0.251, -4.654], [2.072, -0.901, -2.545], [1.698, -2.133, -1.975], [1.302, -2.148, -0.744], [2.078, -3.253, -2.839], [2.064, -4.428, -2.608], [2.017, 0.173, -1.817], [-3.246, 5.572, -2.025], [-2.929, 4.774, -3.171], [-4.156, 4.161, -3.601], [-4.303, 2.937, -4.225], [-5.237, 2.740, -4.983], [-3.282, 1.888, -3.912], [-2.800, 1.068, -4.916], [-1.827, 0.140, -4.605], [-1.365, 0.067, -3.297], [-1.868, 0.806, -2.299], [-2.826, 1.676, -2.620], [-2.417, 5.849, -1.625], [-2.209, 4.008, -2.934], [-2.512, 5.404, -3.952], [-4.909, 4.795, -3.811], [-3.193, 1.163, -5.921], [-1.439, -0.539, -5.353], [-0.592, -0.640, -3.036], [-3.273, 2.236, -1.791], [-3.605, -2.403, -0.310], [-2.860, -2.215, -1.464], [-1.663, -1.951, -1.378], [-3.591, -2.356, -2.721], [-5.023, -2.478, -2.714], [-6.178, -2.589, -2.707], [-2.919, -2.378, -3.991], [-2.399, -2.409, -5.027], [-4.608, -2.353, -0.383], [-3.200, -1.970, 0.498]],
  "atomic_forces_ev_per_a": [[0.59, 0.59, -0.63], [0.13, -0.05, 0.08], [-0.15, 0.02, 0.24], [0.26, -0.07, 0.04], [0.47, -0.41, 1.30], [0.14, -0.09, 0.06], [0.16, -0.06, -0.07], [0.02, -0.03, 0.02], [0.06, 0.00, -0.08], [-0.05, 0.04, -0.07], [0.20, 0.02, -0.05], [0.02, 0.04, -0.14], [-0.23, 0.01, 0.04], [-0.21, 0.05, -0.05], [0.09, 0.20, -0.04], [-0.59, -0.27, 0.76], [0.16, -0.13, 0.23], [-0.02, 0.15, -0.04], [-0.01, -0.07, -0.03], [-0.18, 0.03, 0.07], [0.07, 0.00, -0.07], [0.00, 0.12, -0.28], [0.20, -0.11, 0.08], [-0.62, 0.45, 0.40], [-0.01, -0.18, 0.20], [-0.09, 0.05, 0.02], [-0.03, 0.06, -0.07], [-0.57, 0.07, -0.21], [0.03, 0.05, -0.10], [0.09, -0.04, 0.04], [-0.06, -0.08, -0.08], [0.06, 0.16, -0.06], [-0.11, 0.03, 0.09], [0.05, 0.05, -0.02], [0.04, 0.03, -0.02], [-0.01, -0.07, -0.04], [-0.16, 0.04, -0.12], [-0.18, -0.05, -0.26], [-0.08, -0.03, -0.14], [0.07, 0.10, 0.00], [-0.09, 0.04, 0.12], [-0.05, -0.01, -0.09], [-0.05, 0.01, 0.09], [0.01, -0.10, -0.01], [-0.09, 0.04, 0.07], [-0.07, 0.00, 0.01], [0.00, 0.01, 0.02], [0.03, 0.08, 0.01], [0.09, 0.09, -0.09], [0.13, 0.02, 0.06], [-0.02, 0.01, -0.05], [0.03, 0.01, -0.03], [0.03, 0.03, -0.01], [0.01, -0.10, -0.05], [0.05, -0.04, 0.17], [0.01, -0.08, 0.06], [0.03, 0.12, -0.04], [0.10, 0.07, -0.06], [-0.04, -0.11, -0.03], [0.09, -0.05, 0.19], [0.08, 0.07, -0.01], [0.06, 0.05, 0.01], [-0.01, -0.04, -0.11], [0.31, 0.09, 0.08], [0.19, -0.01, 0.03], [-0.04, -0.06, -0.11], [-0.05, -0.06, 0.08], [-0.09, -0.01, -0.04], [-0.06, -0.07, 0.09], [0.01, -0.05, 0.05], [0.85, -1.03, -1.74], [-0.85, 1.05, 1.69], [-0.62, -1.03, 0.97], [0.58, 1.07, -1.03], [0.19, -0.05, 0.37], [0.19, 0.31, 0.29], [-0.27, -0.79, -0.95], [-0.07, 1.44, -0.23], [0.00, -1.44, 0.25], [-0.07, -0.04, -0.94], [0.08, -0.18, -0.22], [-0.54, 0.02, 0.31], [0.10, -0.15, 0.05], [0.14, -0.23, 0.07], [0.07, 0.13, 0.11], [-0.41, 0.32, 0.15], [0.15, -0.13, -0.29], [0.33, 0.52, -0.28], [-0.11, 0.39, 0.24], [-0.16, 0.03, -0.48], [0.18, -0.01, 0.45], [0.08, 0.03, 0.04], [0.19, -0.25, 0.06], [0.06, 0.31, -0.21], [-0.07, 0.13, -0.16], [0.03, 0.01, 0.00], [0.04, 0.34, 0.16], [0.01, -0.01, 0.06], [0.18, -0.07, -0.17], [-0.13, -0.14, -0.15], [-0.03, 0.12, -0.49], [-0.12, -0.30, 0.00], [-0.43, 0.01, -0.45], [1.06, -0.05, -0.28], [0.07, 0.05, 0.14], [-0.57, -0.42, 0.88], [-0.35, -0.62, 0.22], [-0.03, 0.03, -0.02], [0.10, 0.13, 0.18]],
  "mulliken_charge": [-0.0503, -1.5262, 0.7438, -1.1527, 1.5713, 1.9203, -1.7646, -1.7712, -0.2033, -0.2127, 0.4219, -1.7547, -1.0743, -0.5496, -0.2868, 1.9363, 0.1058, -1.1612, -1.0500, 0.4025, -1.6523, -1.1563, 0.5835, 0.6265, 0.7110, -2.0420, -1.2623, 1.0641, -1.6416, -1.2807, 0.4591, 0.1649, 0.3168, 0.7128, 0.1827, 0.6227, -0.3247, -0.6782, 0.2263, 0.4294, 0.4948, 0.2956, 0.4419, 0.3864, 0.0878, 0.3544, 0.3051, 0.3680, 0.3459, 0.1726, 0.3512, 0.2399, 0.4146, 0.2989, 0.2427, 0.8140, 0.9004, 0.5090, 0.3905, 0.3387, 0.0831, 0.2255, 0.5562, 0.4088, -0.0389, 0.3390, 0.5220, 0.0681, 0.6696, -0.1524, -0.6343, 0.4340, -0.1463, -0.7198, 1.1914, 0.3350, -0.6333, -0.2736, -0.7058, -0.9250, -0.5966, 0.4822, -0.0794, -0.3515, -0.6712, 0.7853, -1.0144, -0.9895, -0.7789, 1.1551, -0.8982, 0.3212, -0.3514, 0.3301, 0.2487, 0.4433, 0.6364, 0.4546, 0.7444, -0.4471, 0.4709, 0.0261, 0.5593, -0.4314, -0.7046, 0.1355, -0.8464, 0.2975, 0.1080],
  "charge": -2,
  "relative_energy_ev": 4.223,
  "spin_multiplicity": 4,
  "energy_ev": -113954.1736,
  "orbital_gap_ev": [5.428, 6.078],
  "e_homo_ev": [-1.8, -2.4]
}

---

(2)
{
  "formula": "C22H15BrN3PbS",
  "method": "ωB97M-V/def2-TZVPD",
  "elements": ["Pb", "Br", "C", "C", "C", "C", "C", "C", "C", "C", "C", "C", "H", "H", "H", "H", "H", "H", "N", "C", "C", "C", "C", "C", "C", "S", "N", "C", "C", "C", "C", "C", "C", "N", "H", "H", "H", "H", "H", "H", "H", "H", "H"],
  "xyz": [[0.837, 0.137, -1.819], [3.885, -0.147, -1.596], [4.084, 1.547, -0.709], [5.362, 1.971, -0.514], [5.589, 3.202, 0.127], [4.528, 3.949, 0.545], [3.198, 3.511, 0.340], [2.115, 4.315, 0.772], [0.830, 3.919, 0.559], [0.582, 2.692, -0.092], [1.583, 1.850, -0.512], [2.933, 2.271, -0.308], [6.196, 1.369, -0.848], [6.604, 3.542, 0.279], [4.685, 4.899, 1.040], [2.334, 5.254, 1.264], [0.001, 4.535, 0.880], [-0.456, 2.436, -0.260], [-2.531, -1.837, 0.747], [-3.797, -1.349, 0.341], [-4.935, -2.129, 0.443], [-6.151, -1.619, 0.009], [-6.221, -0.358, -0.562], [-5.071, 0.411, -0.691], [-3.869, -0.080, -0.212], [-2.406, 0.903, -0.176], [-1.199, -0.294, -0.393], [-1.377, -1.451, 0.140], [-0.259, -2.439, 0.086], [-0.462, -3.781, 0.369], [0.617, -4.652, 0.357], [1.867, -4.150, 0.056], [1.977, -2.804, -0.260], [0.948, -1.961, -0.256], [-2.531, -2.706, 1.251], [-4.875, -3.125, 0.865], [-7.045, -2.219, 0.108], [-7.168, 0.031, -0.908], [-5.112, 1.395, -1.139], [-1.449, -4.171, 0.572], [0.476, -5.701, 0.577], [2.745, -4.778, 0.046], [2.940, -2.386, -0.517]],
  "atomic_forces_ev_per_a": [[0.09, -0.07, 0.16], [0.00, 0.18, -0.08], [-0.02, -0.05, 0.04], [0.03, -0.10, -0.04], [-0.06, 0.09, 0.04], [0.06, -0.03, -0.02], [0.01, -0.04, 0.00], [-0.05, -0.01, -0.01], [0.06, 0.04, 0.03], [-0.01, -0.05, 0.00], [-0.08, 0.06, -0.06], [0.01, -0.10, -0.01], [0.00, 0.00, 0.00], [0.00, 0.00, 0.01], [0.00, 0.00, 0.00], [0.00, 0.00, 0.01], [0.00, 0.01, 0.00], [0.00, 0.01, 0.00], [0.04, 0.05, 0.13], [-0.09, 0.03, -0.08], [0.03, -0.04, -0.01], [-0.01, 0.00, 0.00], [0.02, 0.01, 0.00], [-0.03, -0.03, -0.02], [0.07, 0.02, 0.03], [-0.06, 0.04, 0.00], [-0.01, -0.07, -0.02], [0.02, 0.07, -0.06], [0.07, -0.07, -0.01], [-0.02, 0.00, 0.02], [0.04, 0.03, -0.02], [-0.04, -0.02, 0.02], [0.08, 0.03, 0.03], [-0.14, -0.01, -0.05], [0.00, -0.01, -0.01], [-0.01, 0.00, 0.00], [0.00, 0.00, 0.00], [0.00, 0.00, 0.00], [0.00, 0.00, 0.00], [0.00, 0.01, 0.01], [0.00, 0.00, 0.00], [0.00, 0.00, 0.00], [-0.01, 0.02, -0.02]],
  "mulliken_charge": [0.7594, -0.2823, 0.8053, -0.6676, -0.5313, -0.9063, 0.8470, -0.7447, -1.2993, 0.2174, -0.2077, 0.7761, 0.4236, 0.4003, 0.3710, 0.3805, 0.4029, -0.0184, -0.2123, 0.3914, -0.6616, -0.6473, -0.5924, -0.6251, 0.6396, -0.1736, -0.2109, 0.6357, 0.6459, -0.7446, -0.5334, -0.8218, 0.1900, -0.1933, 0.2299, 0.3207, 0.3876, 0.3941, 0.4213, 0.3264, 0.4493, 0.4073, 0.2511],
  "charge": 1,
  "spin_multiplicity": 1,
  "energy_ev": -113647.9195,
  "orbital_gap_ev": 7.265,
  "e_homo_ev": -10.8
}

---

(3)
{
  "formula": "C46H30Br2F3N7OSbSr",
  "method": "ωB97M-V/def2-TZVPD",
  "elements": ["Sr", "C", "C", "N", "C", "C", "N", "C", "C", "C", "C", "C", "N", "C", "C", "N", "C", "C", "N", "C", "C", "C", "N", "C", "C", "H", "H", "H", "H", "H", "H", "H", "H", "H", "H", "H", "H", "C", "C", "C", "C", "C", "C", "Br", "C", "C", "Br", "C", "O", "C", "N", "H", "H", "H", "H", "H", "H", "F", "C", "C", "C", "C", "C", "C", "Sb", "C", "C", "C", "C", "F", "C", "C", "C", "C", "C", "C", "F", "C", "C", "H", "H", "H", "H", "H", "H", "H", "H", "H", "H", "H", "H"],
  "xyz": [[-0.181, 0.306, 0.774], [-4.365, -1.704, -0.565], [-3.333, -0.871, -0.145], [-2.079, -1.305, -0.106], [-1.841, -2.569, -0.472], [-2.883, -3.380, -0.904], [-4.139, -2.951, -0.951], [-0.428, -3.035, -0.405], [-0.095, -4.381, -0.493], [1.237, -4.760, -0.443], [2.196, -3.761, -0.324], [1.792, -2.438, -0.233], [0.502, -2.087, -0.261], [2.780, -1.324, -0.124], [4.116, -1.538, 0.214], [4.994, -0.553, 0.311], [4.548, 0.671, 0.069], [3.214, 0.909, -0.248], [2.333, -0.082, -0.336], [1.627, -6.187, -0.516], [2.754, -6.590, -1.223], [3.074, -7.939, -1.257], [2.364, -8.878, -0.640], [1.288, -8.488, 0.036], [0.877, -7.166, 0.125], [-5.388, -1.350, -0.590], [-3.507, 0.146, 0.185], [-2.711, -4.394, -1.240], [-0.861, -5.134, -0.604], [3.242, -4.028, -0.295], [4.489, -2.532, 0.428], [5.261, 1.483, 0.132], [2.853, 1.916, -0.430], [3.362, -5.878, -1.766], [3.941, -8.279, -1.810], [0.726, -9.268, 0.535], [-0.001, -6.913, 0.705], [0.485, 1.598, -2.738], [-0.441, 2.564, -2.056], [-0.764, 3.780, -2.696], [-1.621, 4.651, -2.096], [-2.204, 4.325, -0.850], [-3.141, 5.141, -0.172], [-3.646, 6.821, -0.884], [-3.702, 4.721, 0.999], [-3.343, 3.484, 1.552], [-4.189, 2.922, 3.144], [-2.394, 2.645, 0.984], [-2.030, 1.515, 1.499], [-1.830, 3.093, -0.269], [-0.936, 2.246, -0.878], [0.149, 1.411, -3.759], [0.531, 0.644, -2.213], [1.497, 2.005, -2.807], [-0.329, 4.003, -3.661], [-1.878, 5.588, -2.570], [-4.429, 5.338, 1.509], [3.887, -0.926, 9.283], [3.462, -0.730, 8.027], [2.938, 0.501, 7.686], [2.498, 0.697, 6.385], [2.586, -0.329, 5.449], [3.136, -1.553, 5.822], [3.572, -1.766, 7.120], [1.989, -0.062, 3.435], [0.768, 1.674, 3.607], [-0.204, 1.854, 4.594], [-0.962, 3.010, 4.640], [-0.740, 3.989, 3.686], [-1.475, 5.102, 3.723], [0.217, 3.858, 2.700], [0.968, 2.691, 2.673], [0.391, -1.516, 3.332], [0.770, -2.851, 3.177], [-0.172, -3.849, 2.988], [-1.512, -3.490, 2.933], [-2.424, -4.446, 2.700], [-1.932, -2.183, 3.087], [-0.970, -1.200, 3.291], [2.880, 1.284, 8.430], [2.088, 1.661, 6.112], [3.235, -2.360, 5.105], [3.998, -2.710, 7.433], [-0.379, 1.082, 5.335], [-1.726, 3.163, 5.389], [0.359, 4.653, 1.980], [1.752, 2.595, 1.923], [1.820, -3.127, 3.191], [0.112, -4.888, 2.875], [-2.985, -1.940, 3.043], [-1.320, -0.175, 3.412]],
  "atomic_forces_ev_per_a": [[-0.20, 0.08, -0.33], [0.01, -0.01, 0.01], [0.00, -0.01, 0.00], [-0.08, -0.01, 0.03], [0.00, 0.04, -0.01], [0.01, 0.01, -0.01], [-0.01, 0.00, 0.00], [0.12, -0.01, -0.02], [-0.14, 0.04, 0.00], [0.08, -0.07, -0.02], [0.04, 0.04, 0.03], [-0.05, -0.02, -0.07], [0.00, 0.02, 0.04], [-0.08, 0.05, 0.07], [-0.09, -0.16, -0.02], [0.03, 0.07, 0.00], [-0.08, 0.15, -0.07], [0.12, -0.13, 0.03], [0.04, 0.01, 0.15], [0.00, -0.02, 0.00], [0.00, 0.01, -0.01], [0.00, 0.00, 0.00], [-0.01, 0.00, 0.00], [0.01, 0.00, 0.00], [0.00, 0.01, 0.01], [0.00, 0.00, -0.01], [0.01, 0.00, 0.00], [-0.01, -0.01, 0.01], [-0.01, -0.01, 0.01], [0.00, 0.00, -0.02], [-0.01, 0.01, 0.00], [-0.01, 0.01, 0.01], [0.01, 0.00, -0.01], [0.00, 0.00, 0.00], [0.00, 0.00, 0.00], [0.00, 0.00, 0.00], [0.00, 0.00, 0.00], [0.00, 0.00, 0.00], [0.01, 0.03, 0.01], [0.00, 0.00, -0.01], [0.01, 0.00, 0.00], [0.01, -0.01, 0.01], [-0.01, 0.00, 0.02], [-0.01, 0.01, -0.01], [0.02, 0.00, -0.01], [0.01, 0.02, 0.00], [-0.03, -0.01, 0.00], [-0.03, 0.03, -0.04], [0.05, -0.16, 0.02], [0.00, -0.02, 0.01], [0.01, 0.03, 0.07], [0.00, -0.01, 0.00], [0.00, 0.00, 0.00], [0.00, 0.00, 0.00], [0.00, 0.00, 0.00], [0.00, 0.00, 0.00], [0.00, 0.00, 0.00], [0.00, 0.00, 0.00], [0.00, 0.00, 0.02], [0.00, 0.00, -0.01], [0.02, -0.01, 0.01], [-0.09, -0.01, 0.06], [0.00, 0.02, 0.04], [0.00, -0.01, -0.02], [0.28, -0.03, 0.16], [0.02, -0.05, -0.05], [-0.03, -0.04, -0.02], [-0.01, 0.00, 0.02], [0.00, 0.01, -0.01], [0.02, 0.00, 0.01], [-0.03, 0.00, -0.06], [0.05, 0.04, -0.02], [-0.04, 0.20, -0.04], [-0.05, -0.10, -0.09], [-0.15, 0.08, 0.02], [0.17, 0.04, 0.02], [-0.01, -0.02, -0.01], [0.03, -0.15, -0.02], [0.03, 0.07, 0.07], [0.00, 0.00, 0.00], [0.00, 0.00, 0.00], [-0.01, 0.00, 0.00], [0.00, 0.00, 0.00], [0.01, 0.01, 0.01], [0.01, 0.00, 0.00], [0.00, 0.00, 0.00], [0.01, 0.01, 0.00], [-0.01, -0.01, -0.01], [-0.01, 0.00, 0.00], [0.00, -0.01, 0.01], [0.05, -0.05, 0.01]],
  "mulliken_charge": [1.5372, -0.6905, -0.7332, 0.9519, -0.9160, -0.3141, -0.6111, 0.6375, -1.1181, 0.4234, -0.8051, 0.3554, 0.6630, 0.3531, -0.4579, -0.5638, -0.7391, -0.2572, 0.2124, 0.1833, -0.4770, -0.4640, -0.5823, -0.5222, -0.4773, 0.4443, 0.5969, 0.4595, 0.6512, 0.6032, 0.4639, 0.4159, 0.5509, 0.4810, 0.3768, 0.3803, 0.4355, -1.3020, 0.5043, -1.1086, -1.1108, 0.9446, -0.0691, -0.2153, -0.2676, -0.3339, -0.1549, 0.0497, -0.0943, -0.8955, 1.0229, 0.4723, 0.0808, 0.3212, 0.5220, 0.3741, 0.4847, -0.3129, 0.3081, -0.6633, -0.2075, 0.3552, -0.5285, -0.6928, 1.6094, 0.1068, -0.4934, -0.6347, 0.0676, -0.4195, -0.4975, -0.9315, 0.5229, -0.9686, -0.6301, 0.0418, -0.4389, -0.8932, 0.1840, 0.4548, 0.3977, 0.1877, 0.4560, 0.6623, 0.5345, 0.5188, 0.5200, 0.3809, 0.5092, 0.5873, 0.2348],
  "charge": 1,
  "relative_energy_ev": 0.000,
  "spin_multiplicity": 1,
  "energy_ev": -216276.4382,
  "orbital_gap_ev": 5.902,
  "e_homo_ev": -9.6
}